# 1
ORCA calculation (ωB97M-V/def2-TZVPD) on 5 unconnected molecules or ions with the total composition C24H34N2O13.

Summary:
HOMO-LUMO gap (spin up / spin down): 7.782 / 2.091 eV
E_LUMO (spin up / spin down): -0.166 / -0.349 Eh
electronic energy: -55019.8955 eV
max |F|: 0.097 hartree/bohr
2S+1: 2
total charge: +1
E_HOMO (spin up / spin down): -12.289 / -11.597 eV

The geometry in XYZ format:
```
73
Properties=species:S:1:pos:R:3:forces:R:3
C -41.219429 17.818142 11.971297 0.389 -1.184 -0.869
C -40.667266 16.885070 13.032000 0.163 0.297 1.779
O -39.763698 17.689471 13.854328 -0.493 0.215 -3.128
C -39.399905 17.344228 15.040972 -0.295 0.307 2.286
O -39.871121 16.505861 15.769155 0.145 -0.486 -0.543
O -38.478130 18.231894 15.392918 0.716 1.094 -0.131
C -38.015728 18.149368 16.731201 -0.414 -1.748 1.058
H -40.449156 17.906155 11.205123 0.350 0.761 0.179
H -41.595753 18.781134 12.316442 0.171 -0.269 0.142
H -41.962888 17.303698 11.362436 -0.560 -0.052 0.455
H -40.079441 16.041342 12.670514 0.030 0.058 -0.554
H -41.351388 16.420900 13.742363 -0.542 0.270 -0.246
H -38.855754 18.017804 17.413219 -0.212 0.426 -0.047
H -37.382456 18.961055 17.089280 -0.001 -0.003 -0.866
H -37.544835 17.168070 16.789639 0.698 0.235 0.370
C -35.023842 15.071386 8.321126 0.967 -0.699 0.383
C -36.168741 16.005187 8.499282 0.659 1.644 -0.150
O -37.349632 15.313485 8.188201 -2.202 -0.553 0.051
C -38.590262 15.723999 8.555773 0.386 1.652 1.274
O -38.853686 16.714960 9.277118 0.786 -2.346 -1.777
O -39.463469 14.847266 8.079242 0.604 0.237 -0.664
C -40.809752 14.884818 8.545853 -0.339 0.025 1.186
H -34.861513 14.711292 7.305207 -0.502 -0.162 0.057
H -35.142436 14.254149 9.032569 -0.136 -0.454 -0.317
H -34.051945 15.477154 8.601980 -0.188 0.660 0.069
H -36.076675 16.872959 7.846133 -0.064 0.068 -0.215
H -36.156981 16.440912 9.498328 -0.369 -0.177 0.331
H -41.189094 13.863073 8.530081 0.287 0.045 0.030
H -41.533463 15.494715 8.005134 0.641 0.275 -0.447
H -40.737640 15.266132 9.564429 -0.515 -0.118 0.097
C -34.002977 21.208230 14.142491 -0.002 -1.535 1.493
C -34.503795 20.464022 15.435359 0.404 0.389 -0.291
O -33.351283 20.080640 16.235155 0.817 -0.674 0.501
C -33.546630 19.317870 17.353643 -3.087 1.308 -1.245
O -34.700671 19.111944 17.756032 2.715 -0.338 0.020
O -32.376241 18.941637 17.840921 0.631 1.088 -1.448
C -32.361025 18.283708 19.054237 -2.098 -1.592 1.900
H -33.440151 20.463532 13.579679 0.006 0.121 -0.237
H -33.312075 22.013156 14.393176 -0.381 0.189 -0.068
H -34.878594 21.497459 13.561349 0.182 0.281 0.058
H -35.037998 19.555119 15.158526 -0.067 0.144 0.071
H -35.149585 21.089629 16.051529 -0.013 0.008 -0.050
H -33.111702 17.496627 18.982973 0.098 -0.454 0.092
H -32.783474 18.882316 19.861277 0.438 0.471 0.012
H -31.434396 17.808488 19.376145 0.292 0.632 -0.771
C -38.664326 21.763855 8.317615 1.246 -0.700 1.055
C -37.569553 22.636986 8.593816 -3.029 -1.031 -1.001
C -36.310479 22.126557 8.870488 0.853 1.617 0.867
C -36.045743 20.791841 9.039798 -2.359 -0.285 -2.128
C -37.125370 19.931090 8.689322 1.051 -0.547 1.504
C -38.403737 20.413197 8.398371 0.360 0.171 0.987
N -34.759861 20.371981 9.549434 0.794 0.227 2.125
O -34.090693 21.278470 10.072371 -0.556 -1.661 -1.124
O -34.504152 19.170251 9.615606 -0.204 1.143 -0.549
H -39.720212 21.980199 8.386072 0.107 0.963 -0.451
H -37.946587 23.646647 8.663372 1.181 0.521 0.092
H -35.561121 22.854010 9.145607 0.256 -0.089 -0.084
H -37.119915 18.888296 8.970302 0.543 -0.232 -0.244
H -39.195205 19.740132 8.693263 -0.301 -0.322 -0.944
C -36.404750 13.489149 11.825482 -1.751 0.452 -0.049
C -37.456230 14.316254 11.432951 1.084 -1.214 -0.765
C -37.414412 15.693758 11.667328 -0.511 1.296 0.488
C -36.339829 16.245748 12.350760 1.521 -1.064 0.899
C -35.314842 15.405672 12.784237 0.108 2.112 0.123
C -35.381258 14.035243 12.599185 -0.445 -1.138 -0.240
N -36.205613 17.697464 12.492336 3.803 3.198 0.360
O -36.673563 18.414394 11.616492 -0.851 -1.323 0.712
O -35.335703 18.177129 13.299235 -2.816 -2.398 -1.546
H -36.524084 12.436611 11.614920 0.428 -0.090 0.076
H -38.210677 13.882425 10.793428 -0.378 0.123 0.225
H -38.180252 16.400634 11.384095 -0.287 -0.255 -0.364
H -34.399965 15.782373 13.217252 -0.214 0.433 0.308
H -34.678448 13.388062 13.102781 0.273 0.034 -0.162
```
Forces are in eV/Å.



# 2
ORCA calculation (ωB97M-V/def2-TZVPD) on a molecular structure, C24H34N2O2PPtS2.

Summary:
HOMO-LUMO gap (spin up / spin down): 6.272 / 5.339 eV
E_LUMO (spin up / spin down): -0.302 / -0.336 Eh
electronic energy: -66708.5234 eV
max |F|: 0.038 hartree/bohr
2S+1: 2
total charge: +2
energy relative to the best compared isomer or geometry (same formula, charge and spin): 0.0 kcal/mol
E_HOMO (spin up / spin down): -14.491 / -14.493 eV

The geometry in XYZ format:
```
66
Properties=species:S:1:pos:R:3:forces:R:3
Pt -0.209774 0.002854 -0.293651 0.277 -0.752 0.462
C 1.760893 1.821181 -2.375207 0.230 -0.125 0.073
C 2.724673 0.667390 -2.473659 -0.094 0.138 0.471
C 3.680531 0.646859 -3.471365 -0.011 0.025 -0.163
C 4.573136 -0.406720 -3.584448 0.103 0.044 -0.154
C 4.476834 -1.489764 -2.733595 -0.051 -0.203 -0.098
C 3.532474 -1.524274 -1.719086 -0.357 -0.004 0.398
C 3.365995 -2.793968 -0.909193 0.169 0.260 0.051
C 2.713944 -0.384300 -1.534114 0.598 0.362 -0.533
N 1.905285 -0.298568 -0.366207 -1.298 0.122 -0.835
C 2.382049 -0.558837 0.790078 0.965 0.302 0.547
C 3.812089 -0.348202 1.168538 0.016 -0.433 0.075
C 1.400026 -0.995064 1.809126 0.650 -0.170 1.111
C 1.855284 -1.393379 3.170074 0.105 -0.015 0.024
N 0.185887 -1.091888 1.448676 -1.025 1.066 -1.279
C -0.928034 -1.348091 2.285501 -0.442 -0.412 0.457
C -1.324350 -0.406154 3.250291 0.442 0.139 -0.268
C -0.588258 0.894917 3.449471 0.099 -0.208 0.123
C -2.427395 -0.714918 4.025744 -0.186 -0.032 0.100
C -3.122634 -1.900460 3.840906 -0.040 -0.022 0.008
C -2.737406 -2.793853 2.851745 -0.186 -0.059 0.066
C -1.644811 -2.528413 2.049393 0.357 -0.051 -0.250
C -1.205562 -3.487077 0.971034 0.041 0.060 0.197
H 1.903908 2.523702 -3.194243 0.036 -0.045 0.001
H 1.877967 2.368108 -1.438629 -0.033 0.041 0.006
H 0.734651 1.454450 -2.423847 -0.043 0.068 -0.073
H 3.734571 1.475126 -4.167099 -0.038 -0.036 0.004
H 5.320938 -0.400333 -4.368356 -0.028 0.016 0.063
H 5.130179 -2.343554 -2.874435 -0.071 0.022 0.015
H 3.656785 -3.651478 -1.512350 -0.062 0.010 -0.019
H 2.333889 -2.938306 -0.584884 -0.005 -0.041 -0.025
H 4.005263 -2.809643 -0.024452 0.022 -0.016 0.008
H 4.399948 -0.024174 0.318399 0.019 0.034 -0.066
H 4.273493 -1.239731 1.595689 -0.016 0.010 0.004
H 3.850162 0.425955 1.942102 -0.099 -0.037 -0.002
H 2.637671 -2.153534 3.097966 -0.012 0.060 -0.025
H 1.031882 -1.784540 3.761452 0.024 0.016 -0.010
H 2.289558 -0.529742 3.682478 0.015 -0.050 -0.034
H -0.182594 1.287462 2.516740 -0.038 0.062 -0.017
H 0.248787 0.770875 4.144330 -0.067 0.025 -0.013
H -1.247639 1.645738 3.881368 0.002 -0.014 -0.035
H -2.746961 -0.014192 4.788069 0.001 -0.019 -0.036
H -3.978526 -2.125605 4.464636 0.029 0.016 -0.024
H -3.294562 -3.709609 2.695741 0.000 0.032 0.029
H -1.999917 -4.188702 0.727209 -0.010 0.032 -0.031
H -0.342214 -4.073005 1.298299 -0.005 0.021 -0.023
H -0.908108 -2.959371 0.059413 -0.059 -0.069 -0.031
C -3.964039 4.514454 -0.356161 -0.029 -0.150 -0.044
C -4.026501 3.403283 0.662957 -0.054 0.177 -0.083
O -3.888814 2.066282 0.052694 0.202 0.104 0.116
P -2.690434 1.571434 -0.792781 -1.071 0.079 -0.093
S -2.495158 -0.422171 -0.522950 0.525 0.502 0.198
S -0.891445 2.291306 -0.173292 0.375 -0.942 -0.356
O -3.055199 1.985731 -2.241768 0.111 -0.029 -0.146
C -2.316345 1.783368 -3.495596 0.089 0.062 -0.121
C -2.332568 0.357362 -3.989728 -0.120 -0.044 0.176
H -4.105351 5.465497 0.157721 0.004 -0.008 -0.014
H -4.747482 4.403446 -1.104715 0.012 0.019 0.011
H -2.997239 4.546227 -0.863648 0.001 0.051 0.016
H -4.992624 3.356820 1.152177 -0.041 -0.045 0.027
H -3.250867 3.500267 1.421307 0.048 -0.100 0.012
H -1.303596 2.163278 -3.355458 -0.015 0.040 0.071
H -2.834184 2.433479 -4.192197 -0.030 0.091 0.025
H -1.696588 -0.298582 -3.397169 0.026 -0.014 -0.024
H -1.974370 0.346680 -5.019769 0.001 0.016 0.030
H -3.347208 -0.043320 -3.977288 0.036 0.020 -0.048
```
Forces are in eV/Å.



# 3
ORCA calculation (ωB97M-V/def2-TZVPD) on C24H34N2O5 in the gas phase.

Summary:
HOMO-LUMO gap: 8.957 eV
E_LUMO: 0.024 Eh
electronic energy: -38658.3136 eV
max |F|: 0.015 hartree/bohr
SMILES string: CCC(=O)[C@H]1CCCN(C(=O)c2ccc(OC3CCN(C(=O)CCOC)CC3)cc2)C1
energy relative to the best compared isomer or geometry (same formula, charge and spin): 44.9 kcal/mol
E_HOMO: -8.298 eV

The geometry in XYZ format:
```
65
Properties=species:S:1:pos:R:3:forces:R:3
C 3.660370 -5.368371 -2.756653 -0.139 -0.030 -0.017
C 2.161229 -5.529114 -2.498659 0.222 0.254 -0.131
C 1.763387 -4.814628 -1.220432 -0.296 -0.696 -0.090
O 1.864940 -3.620329 -1.108327 0.105 0.252 -0.034
C 1.201559 -5.702069 -0.117665 -0.125 0.278 0.416
C 2.250813 -6.704694 0.383290 0.132 0.117 -0.155
C 3.350234 -5.971525 1.145546 -0.234 -0.105 0.173
C 2.730936 -5.187631 2.298895 0.432 0.083 0.111
N 1.741089 -4.254458 1.806141 0.008 -0.296 0.165
C 1.994038 -2.921601 1.883159 -0.113 0.091 0.085
O 3.032673 -2.491889 2.353372 0.226 0.191 -0.078
C 0.911458 -1.999139 1.434136 -0.037 0.304 0.024
C 1.204567 -1.008447 0.509395 -0.046 -0.231 0.201
C 0.248774 -0.084807 0.126150 -0.156 0.240 -0.141
C -1.024306 -0.127417 0.685364 0.016 -0.226 0.193
O -2.056863 0.709060 0.388275 -0.032 -0.180 0.057
C -1.853236 1.825923 -0.459119 -0.096 0.463 -0.001
C -3.237080 2.312633 -0.894194 0.369 -0.134 -0.083
C -3.114051 3.582100 -1.736169 -0.418 -0.121 -0.024
N -2.402941 4.603035 -0.993994 0.061 -0.298 -0.265
C -3.071438 5.704467 -0.588373 0.151 0.292 0.257
O -4.214117 5.925664 -0.950042 -0.342 0.213 -0.004
C -2.359236 6.697094 0.322172 0.070 0.135 -0.332
C -1.572605 7.726470 -0.488719 -0.087 0.133 0.158
O -0.398251 7.137200 -1.002530 -0.148 -0.195 0.126
C 0.332463 8.004146 -1.829311 0.040 0.090 -0.052
C -1.066936 4.196707 -0.632644 0.261 -0.064 0.417
C -1.120764 2.960927 0.267460 0.043 -0.228 -0.289
C -1.313653 -1.111463 1.633677 -0.107 0.193 -0.108
C -0.359705 -2.034467 2.002550 0.188 0.084 -0.114
C 0.670797 -4.862198 1.058311 -0.276 -0.053 -0.470
H 3.928465 -4.315417 -2.723458 0.050 0.059 -0.004
H 3.919864 -5.765331 -3.734968 0.076 -0.031 -0.046
H 4.240948 -5.897505 -2.004303 0.117 -0.039 0.056
H 1.885582 -6.582837 -2.467826 -0.065 0.007 0.009
H 1.614877 -5.050281 -3.314902 -0.081 -0.038 0.044
H 0.361045 -6.253786 -0.555848 0.035 0.018 -0.025
H 1.761055 -7.416685 1.052930 -0.013 -0.054 -0.038
H 2.673391 -7.268557 -0.449132 -0.028 -0.097 -0.016
H 3.863747 -5.273905 0.481604 0.115 0.036 0.004
H 4.081469 -6.682396 1.532974 0.051 0.019 -0.021
H 2.245741 -5.877174 3.001228 0.036 -0.005 -0.006
H 3.489186 -4.607519 2.827429 -0.141 -0.140 -0.004
H 2.192234 -0.971996 0.078225 0.103 0.016 -0.049
H 0.514553 0.660633 -0.606761 -0.014 0.085 -0.055
H -1.284525 1.525546 -1.351981 -0.045 0.011 0.080
H -3.740062 1.530662 -1.463255 -0.027 -0.038 -0.002
H -3.829754 2.518562 -0.001933 -0.044 0.012 0.035
H -4.100969 3.975977 -1.982968 0.189 -0.089 -0.055
H -2.568939 3.368410 -2.662516 -0.031 0.033 -0.004
H -1.703743 6.209003 1.040669 0.036 0.037 0.076
H -3.144651 7.227994 0.862169 0.033 -0.110 -0.039
H -2.199949 8.102537 -1.310950 0.041 -0.006 0.085
H -1.304937 8.580757 0.154261 -0.054 -0.096 -0.090
H -0.257749 8.313025 -2.700696 0.036 -0.006 0.012
H 0.648668 8.901973 -1.283491 0.013 -0.022 -0.031
H 1.210125 7.452968 -2.160574 0.024 0.088 -0.051
H -0.531231 5.013040 -0.156687 -0.014 -0.103 -0.111
H -0.530164 3.947999 -1.556594 0.053 0.097 0.048
H -0.111766 2.651645 0.542649 0.023 0.006 0.033
H -1.667509 3.191472 1.184181 -0.010 0.006 0.041
H -2.300767 -1.125522 2.068600 -0.110 0.008 0.061
H -0.595692 -2.777046 2.751433 -0.036 -0.096 0.050
H 0.095935 -5.517746 1.726351 -0.030 0.048 -0.068
H 0.012973 -4.083635 0.671533 0.041 -0.173 0.088
```
Forces are in eV/Å.



Which value of electronic energy does entry 3 give? -38658.3136 eV



Number 1 is which compound? C24H34N2O13



The lowest electronic energy belongs to which entry? C24H34N2O2PPtS2